Entry from OMol25: a molecular structure, C15H15ClN2O4PtTe4 (ωB97M-V with the def2-TZVPD basis set).

Element x y z (Å)
Pt  -1.384  -0.040  -2.145
Te  -2.391  -2.337  -2.324
Te  -5.075  -1.958  -2.717
Te  -5.385  -0.177  -0.718
Te  -3.500  1.545  -1.659
O  3.559  3.195  -0.950
C  3.332  2.549  0.173
O  4.191  2.412  1.022
C  1.955  2.016  0.370
C  1.479  1.445  1.535
Cl  2.321  1.043  2.966
N  0.177  1.114  1.341
N  -0.204  1.419  0.092
C  0.836  1.944  -0.511
C  0.668  2.363  -1.956
O  1.531  3.162  -2.405
O  -0.309  1.917  -2.589
C  -0.822  0.585  2.211
C  -1.833  -0.174  1.631
C  -2.851  -0.667  2.430
C  -2.862  -0.410  3.795
C  -1.857  0.364  4.358
C  -0.837  0.877  3.568
H  2.712  3.241  -1.555
H  -1.839  -0.342  0.558
H  -3.644  -1.237  1.963
H  -3.661  -0.796  4.416
H  -1.870  0.591  5.418
H  -0.078  1.508  4.004
C  2.399  -2.468  -2.275
C  0.963  -2.161  -1.841
C  0.916  -1.941  -0.332
C  0.423  -0.958  -2.613
H  2.779  -3.380  -1.803
H  3.060  -1.642  -1.994
H  2.463  -2.589  -3.359
H  0.353  -3.043  -2.078
H  1.456  -1.023  -0.074
H  1.385  -2.768  0.211
H  -0.114  -1.836  0.013
H  0.407  -1.201  -3.682
H  1.149  -0.142  -2.496

Properties
HOMO-LUMO gap: 5.2 eV
highest occupied orbital energy: -1.1 eV
charge: -2
energy relative to the best compared isomer or geometry (same formula, charge and spin): 0.0 kcal per mole

Here are the Löwdin charges for atoms 1 to 5, given in e: Pt 0.18; Te 0.13; Te -0.18; Te -0.20; Te -0.04